11
Properties=species:S:1:pos:R:3:forces:R:3 method="wB97M-V/def2-TZVPD" spin_multiplicity=1 e_tot_ev=-9238.8268 homo_energy_ha=-0.4264 smiles=N#CCOCC#N homo_lumo_gap_ev=12.14
N 2.239 -0.511 1.450 -0.57 0.12 -0.89
C 1.664 -0.340 0.463 0.45 -0.19 0.83
C 0.941 -0.090 -0.802 0.16 0.14 -0.10
O -0.308 -0.727 -0.891 -0.03 -0.02 -0.11
C -1.271 -0.398 0.084 -0.19 -0.07 0.14
C -1.247 1.013 0.511 0.05 0.92 0.26
N -1.202 2.112 0.864 -0.05 -0.96 -0.36
H 1.531 -0.487 -1.631 -0.02 0.08 0.12
H 0.842 0.996 -0.926 0.06 -0.11 0.04
H -2.242 -0.608 -0.372 0.10 0.00 0.13
H -1.162 -1.024 0.977 0.06 0.08 -0.04

99
Properties=species:S:1:pos:R:3:forces:R:3 method="wB97M-V/def2-TZVPD" spin_multiplicity=2 e_tot_ev=-169531.6586 homo_energy_ha="-0.2922 / -0.2921" homo_lumo_gap_ev="7.74 / 7.84"
Co 2.309 -1.378 0.000 0.06 0.02 -0.50
O 3.501 2.034 0.022 -0.18 -0.01 -0.01
C 2.861 1.173 0.588 0.22 0.20 0.38
O 1.793 0.574 0.118 0.49 -0.56 -0.01
C 3.294 0.740 2.010 -0.28 -0.08 -0.30
C 2.225 -0.101 2.714 0.02 0.43 0.32
C 2.576 -0.270 4.199 0.00 -0.09 -0.13
C 3.698 -1.338 4.134 -0.07 -0.03 -0.13
C 3.856 -1.507 2.620 0.28 0.09 0.34
O 2.483 -1.419 2.176 -0.19 -0.28 -0.22
C 4.499 -0.247 2.007 0.11 -0.22 -0.43
C 5.062 -0.604 0.613 0.17 0.31 0.66
O 6.255 -0.487 0.410 -0.16 -0.10 -0.17
O 4.198 -1.090 -0.219 -0.48 -0.03 -0.15
H 3.540 1.653 2.551 0.00 -0.02 0.04
H 1.204 0.193 2.501 0.00 -0.08 0.00
H 2.912 0.670 4.632 -0.03 0.02 0.02
H 1.711 -0.620 4.761 0.02 0.00 0.02
H 4.626 -1.026 4.608 0.01 0.00 0.00
H 3.375 -2.278 4.582 0.02 0.02 0.03
H 4.300 -2.445 2.295 -0.10 -0.01 -0.05
H 5.335 0.114 2.601 -0.02 -0.01 0.05
C 0.547 -4.560 1.401 -0.02 0.09 0.22
N 0.429 -4.751 -0.026 0.22 0.00 -0.18
C 1.393 -4.484 -0.933 -0.36 -0.17 0.06
Se 3.061 -3.775 -0.639 0.21 0.46 0.08
N 0.893 -4.807 -2.150 0.14 0.00 0.11
C -0.402 -5.280 -2.036 -0.15 -0.03 0.19
C -1.328 -5.717 -2.965 -0.07 0.01 -0.04
C -2.569 -6.108 -2.480 0.04 0.00 -0.09
C -2.873 -6.047 -1.121 0.00 0.05 0.13
C -1.944 -5.603 -0.191 -0.01 0.01 0.04
C -0.699 -5.232 -0.671 -0.14 -0.05 -0.25
H 1.539 -4.171 1.616 0.00 0.00 -0.02
H 0.406 -5.512 1.913 -0.01 0.01 -0.02
H -0.192 -3.838 1.751 -0.01 0.02 -0.07
H 1.450 -4.738 -2.985 0.02 0.06 0.00
H -1.106 -5.743 -4.024 0.03 -0.04 0.01
H -3.318 -6.471 -3.171 0.01 0.04 -0.02
H -3.857 -6.342 -0.785 0.01 -0.02 0.00
H -2.184 -5.536 0.862 0.00 -0.04 0.00
C -4.027 0.803 -1.216 -0.06 0.15 0.09
C -3.928 2.236 -0.758 -0.05 -0.03 0.00
C -5.085 3.007 -0.685 -0.03 0.03 -0.02
C -5.039 4.337 -0.292 -0.03 0.00 0.02
C -3.818 4.919 0.003 -0.02 0.00 0.03
C -2.662 4.153 -0.070 -0.04 0.09 -0.02
C -2.696 2.806 -0.421 0.31 -0.04 0.09
Sb -0.815 1.650 -0.349 -0.60 0.30 0.00
C -0.908 1.466 1.841 0.24 0.19 -0.46
C -1.356 0.186 2.169 -0.02 -0.01 -0.13
C -1.515 -0.218 3.485 -0.05 -0.07 0.08
C -1.206 0.663 4.508 0.01 0.00 -0.01
C -0.754 1.934 4.196 -0.02 -0.02 -0.04
C -0.604 2.356 2.873 0.05 0.03 0.12
C -0.063 3.739 2.635 -0.04 -0.13 0.03
C 0.282 3.332 -1.163 -0.03 -0.33 0.39
C 1.245 4.047 -0.467 0.09 0.04 -0.02
C 1.976 5.053 -1.081 0.04 0.06 -0.01
C 1.760 5.338 -2.417 -0.01 -0.03 -0.04
C 0.812 4.614 -3.126 0.00 0.01 -0.01
C 0.063 3.613 -2.518 -0.07 0.01 -0.07
C -0.972 2.875 -3.331 0.07 0.06 0.10
H -5.026 0.582 -1.592 0.00 -0.03 0.00
H -3.813 0.117 -0.393 0.01 -0.03 -0.04
H -3.308 0.617 -2.018 -0.06 -0.01 0.00
H -6.041 2.563 -0.939 0.02 -0.03 -0.01
H -5.954 4.911 -0.222 0.01 0.01 -0.03
H -3.764 5.960 0.296 0.02 0.00 -0.02
H -1.711 4.632 0.127 0.01 0.01 0.02
H -1.566 -0.522 1.371 0.00 -0.02 0.03
H -1.874 -1.215 3.712 0.01 -0.01 -0.02
H -1.315 0.364 5.543 0.00 0.00 0.00
H -0.509 2.627 4.993 -0.01 0.00 0.00
H -0.325 4.408 3.455 -0.02 0.00 0.00
H -0.447 4.156 1.709 0.04 0.06 -0.03
H 1.027 3.703 2.573 0.00 0.07 0.00
H 1.459 3.811 0.563 0.06 -0.03 -0.03
H 2.728 5.594 -0.521 0.01 -0.03 0.01
H 2.339 6.102 -2.919 -0.01 0.02 0.03
H 0.654 4.827 -4.177 -0.02 0.00 0.01
H -0.876 3.122 -4.388 -0.01 -0.04 -0.02
H -1.981 3.142 -3.006 -0.02 -0.04 -0.02
H -0.862 1.792 -3.215 -0.05 0.08 -0.05
C 1.522 -0.599 -2.733 0.15 0.08 0.16
N 0.127 -1.043 -2.683 0.10 0.00 -0.07
C -0.710 -0.835 -3.855 -0.05 -0.16 -0.02
C -0.338 -1.597 -1.562 -0.12 0.09 -0.35
C -1.791 -1.983 -1.499 0.10 -0.06 0.08
O 0.386 -1.808 -0.576 0.30 -0.03 0.66
H 1.727 -0.153 -3.701 -0.03 -0.05 -0.06
H 2.212 -1.434 -2.582 -0.03 -0.06 -0.08
H 1.711 0.150 -1.957 -0.05 0.02 -0.13
H -0.289 -0.034 -4.457 0.01 0.01 0.03
H -1.720 -0.549 -3.573 0.00 0.03 0.00
H -0.763 -1.736 -4.475 0.00 0.02 0.01
H -2.088 -2.622 -2.331 0.01 0.00 -0.03
H -2.402 -1.081 -1.508 0.06 -0.12 -0.05
H -1.969 -2.507 -0.564 0.04 -0.03 0.02

112
Properties=species:S:1:pos:R:3:forces:R:3 method="wB97M-V/def2-TZVPD" spin_multiplicity=1 e_tot_ev=-103473.1874 homo_energy_ha=-0.3178 smiles="CCOP(=O)(CCCC1=C([PH2]=S)C(=O)C(CCO)=C([C@H](C)CC)C1=O)OCC.C[C@@H]1COC(=O)O1.C[C@@H]1COC(=O)O1.C[C@@H]1COC(=O)O1.C[C@@H]1COC(=O)O1" homo_lumo_gap_ev=7.35
C 3.234 7.830 2.404 0.51 -0.48 -0.55
C 3.027 6.345 2.135 -0.41 1.32 0.75
O 3.014 5.686 3.419 -0.58 -0.99 -0.61
P 3.398 4.136 3.447 2.18 -0.20 1.01
O 4.794 3.943 3.882 0.26 0.01 -0.30
C 3.255 3.323 1.829 -1.15 0.55 -0.36
C 1.848 3.009 1.319 -0.15 -0.10 -0.12
C 1.901 2.195 0.011 0.57 -0.54 0.32
C 2.602 0.886 0.312 -0.27 0.09 -0.13
C 2.032 -0.170 0.910 -0.05 0.09 -0.75
P 0.291 -0.276 1.420 -0.33 -0.13 0.99
S 0.053 0.085 3.317 0.19 -0.02 0.03
C 2.928 -1.337 1.158 -0.29 -0.41 0.23
O 2.540 -2.491 1.075 0.23 0.70 0.32
C 4.335 -0.990 1.542 -0.01 0.05 -0.08
C 4.949 -1.866 2.603 -0.03 0.02 -0.58
C 6.054 -2.823 2.104 -0.16 -0.18 1.37
O 7.101 -2.901 3.077 0.21 0.19 -0.37
C 4.943 0.040 0.921 -0.13 -0.12 0.23
C 6.393 0.416 1.217 0.32 0.48 -0.06
C 6.617 0.943 2.664 0.22 -0.11 -0.47
C 7.030 1.399 0.214 -0.55 -0.35 -0.65
C 6.505 2.841 0.311 0.32 -0.50 0.23
C 4.070 0.761 -0.079 0.12 -0.02 -0.02
O 4.447 1.187 -1.151 -0.24 -0.05 0.55
O 2.424 3.466 4.512 -0.56 0.46 -0.99
C 2.717 2.081 4.769 -0.01 -0.56 1.06
C 3.708 1.873 5.925 -0.09 -0.46 -0.36
H 3.078 8.348 1.457 -0.24 0.24 0.12
H 4.280 7.991 2.657 -0.02 0.10 0.32
H 2.586 8.194 3.192 -0.12 0.10 -0.04
H 2.044 6.212 1.684 0.11 -0.30 -0.28
H 3.847 6.023 1.498 -0.09 -0.42 -0.03
H 3.739 3.917 1.056 0.30 0.21 0.21
H 3.867 2.430 1.927 -0.08 -0.16 0.23
H 1.302 2.465 2.092 -0.12 -0.13 -0.09
H 1.273 3.913 1.114 0.13 0.17 0.13
H 2.489 2.700 -0.755 -0.11 0.18 -0.02
H 0.903 2.016 -0.375 -0.11 0.04 -0.06
H -0.469 0.619 0.648 0.32 -0.21 -0.38
H -0.166 -1.548 1.045 0.27 0.13 -0.31
H 4.148 -2.444 3.060 0.02 -0.08 0.06
H 5.367 -1.222 3.374 0.10 0.09 -0.01
H 5.622 -3.822 2.035 -0.03 -0.01 -0.61
H 6.517 -2.501 1.179 -0.07 -0.09 -0.17
H 6.698 -2.868 3.947 -0.01 -0.11 0.15
H 6.977 -0.499 1.128 -0.04 -0.14 0.00
H 5.749 1.439 3.096 -0.05 -0.08 0.13
H 7.413 1.684 2.622 -0.01 0.12 0.07
H 7.000 0.144 3.292 -0.28 -0.01 0.27
H 6.828 1.012 -0.784 0.07 0.04 -0.08
H 8.112 1.351 0.322 0.06 0.07 0.25
H 6.198 3.220 -0.660 0.06 0.10 -0.04
H 5.646 2.849 0.970 -0.09 0.26 0.08
H 7.259 3.487 0.753 -0.07 0.21 -0.03
H 1.776 1.620 5.046 -0.22 0.15 -0.21
H 3.065 1.542 3.886 -0.03 0.31 -0.26
H 3.221 1.338 6.738 -0.08 0.20 0.17
H 4.137 2.801 6.284 0.04 0.09 -0.05
H 4.503 1.213 5.579 0.26 0.20 0.07
C -2.766 -5.977 0.189 0.33 -0.01 0.28
C -3.480 -4.716 0.606 0.14 -0.44 -0.30
C -3.997 -3.884 -0.544 -0.23 0.06 -0.02
O -3.960 -2.556 0.007 0.11 -0.07 0.05
C -3.005 -2.538 0.962 -0.05 -0.04 0.02
O -2.589 -1.552 1.483 0.04 0.08 -0.07
O -2.581 -3.791 1.247 -0.16 0.16 0.00
H -3.406 -6.595 -0.440 -0.05 0.05 0.00
H -1.851 -5.740 -0.355 -0.09 0.06 -0.12
H -2.475 -6.557 1.065 -0.06 -0.03 -0.01
H -4.281 -4.951 1.312 -0.01 0.11 0.02
H -5.007 -4.149 -0.839 -0.03 0.15 -0.01
H -3.349 -3.914 -1.422 0.03 -0.08 0.03
C -7.837 -0.262 -3.164 1.05 -0.30 0.12
C -7.880 -1.714 -3.561 -0.10 0.50 0.21
C -8.606 -2.604 -2.583 -0.20 -0.16 -0.05
O -7.943 -3.866 -2.771 0.07 0.10 0.05
C -6.693 -3.605 -3.219 0.01 0.06 -0.09
O -5.822 -4.414 -3.295 0.07 -0.07 0.08
O -6.563 -2.304 -3.561 -0.13 -0.23 -0.04
H -8.828 0.108 -3.003 -0.27 -0.08 0.10
H -7.250 -0.129 -2.252 -0.05 -0.14 0.04
H -7.357 0.331 -3.940 -0.09 0.03 -0.04
H -8.295 -1.818 -4.567 0.00 -0.11 0.01
H -9.667 -2.694 -2.798 0.03 -0.15 -0.04
H -8.472 -2.293 -1.544 0.06 0.09 -0.04
C 2.470 -3.400 -1.953 -0.33 0.01 -0.46
C 2.863 -4.844 -1.781 -0.02 0.50 0.04
C 4.354 -5.087 -1.776 0.14 -0.12 0.15
O 4.447 -6.420 -2.292 -0.08 0.11 -0.05
C 3.354 -6.635 -3.069 -0.04 0.01 -0.02
O 3.214 -7.564 -3.792 -0.01 -0.09 -0.05
O 2.447 -5.638 -2.906 0.15 -0.16 0.12
H 2.928 -2.783 -1.188 0.03 -0.05 0.06
H 2.763 -3.030 -2.937 0.14 -0.08 0.01
H 1.387 -3.289 -1.884 0.01 0.02 0.10
H 2.396 -5.258 -0.884 0.06 -0.06 0.00
H 4.788 -5.033 -0.780 0.03 -0.16 -0.02
H 4.898 -4.416 -2.445 -0.10 0.07 -0.02
C -11.641 4.527 -5.228 -0.37 -0.17 -0.04
C -10.982 3.579 -4.256 -0.06 0.43 -0.33
C -9.562 3.210 -4.609 0.31 0.02 0.15
O -9.429 1.895 -4.041 -0.78 0.39 -0.29
C -10.685 1.357 -4.005 -0.02 0.12 -0.09
O -10.927 0.216 -3.775 0.06 -0.09 0.03
O -11.621 2.293 -4.270 0.18 -0.07 0.14
H -11.055 5.439 -5.338 0.04 -0.01 0.05
H -11.760 4.057 -6.204 0.15 -0.01 -0.01
H -12.638 4.796 -4.880 0.03 0.06 0.03
H -11.043 3.976 -3.240 0.05 -0.09 0.04
H -8.830 3.885 -4.171 0.07 -0.14 0.08
H -9.391 3.140 -5.685 -0.12 0.04 -0.02